# 1
94
Properties=species:S:1:pos:R:3:forces:R:3:mulliken_charge:R:1 method="wB97M-V/def2-TZVPD" charge=+1 homo_energy_ev=-11.4 gap_ev=5.507 fmax_ev_per_a=1.95
C 12.35405 23.48922 -2.72202 -0.5207 0.2635 0.7263 -0.95
N 13.62998 22.82955 -2.34108 1.0991 1.3909 -0.5271 0.39
C 14.70455 23.45564 -3.18175 0.5555 -0.0678 -0.7781 -0.86
C 13.99864 23.16635 -0.93670 -0.7457 -0.6980 0.9652 -0.95
C 13.65039 21.34880 -2.61968 -0.9328 -0.4518 0.5449 0.34
C 12.36819 20.65780 -2.17787 -0.3558 -0.2622 -1.1616 -0.53
O 12.08855 20.91545 -0.83098 0.0878 0.0484 0.5564 -0.52
H 12.42102 24.53099 -2.41307 0.1160 0.0297 -0.0941 0.42
H 11.55091 23.03668 -2.14831 -0.1131 -0.0223 -0.1435 0.42
H 12.17880 23.45769 -3.79166 0.0590 -0.3308 -0.0367 0.35
H 14.37490 23.64344 -4.20269 -0.2138 -0.3416 0.0106 0.42
H 15.53827 22.75895 -3.23118 0.1365 0.1566 0.1119 0.33
H 15.02923 24.41579 -2.79310 -0.1222 -0.0747 0.3363 0.35
H 14.11433 24.22566 -0.72471 0.1081 0.1293 -0.7077 0.37
H 14.91611 22.63056 -0.71269 0.0337 0.0718 0.1285 0.39
H 13.18883 22.82619 -0.29612 0.1840 -0.2743 0.0575 0.36
H 14.44341 20.85888 -2.04911 0.3483 0.6621 -0.2507 -0.26
H 13.80024 21.25897 -3.69065 0.0540 -0.2830 0.0142 0.04
H 12.41620 19.58261 -2.36363 0.3404 0.0406 -0.1383 0.08
H 11.55630 20.99537 -2.82916 -0.1744 0.0601 0.1809 0.41
H 11.92106 20.07863 -0.38525 -0.1807 0.0722 0.0052 0.34
Zn 16.34399 18.47506 -2.36757 0.8425 -0.5062 -1.6808 1.11
S 14.80750 17.71343 -4.35796 0.0729 -0.3238 0.3416 0.62
O 15.83749 16.98296 -3.53620 -0.1326 -1.3975 0.1673 0.52
O 15.20044 17.73231 -5.75112 -0.5175 -0.0383 0.4999 -0.51
O 13.47261 17.20474 -4.14501 0.3566 0.2332 -0.4186 -0.78
O 15.00315 19.07950 -3.70243 -0.3508 1.0596 0.6684 -0.80
C 17.89699 15.76898 -6.04905 0.4860 -1.0411 0.7507 -0.57
C 18.65263 17.03875 -6.34379 -0.3626 1.3444 -0.0906 -0.37
O 17.75463 18.17528 -6.19145 0.7035 -0.7392 0.0253 -0.45
O 17.87768 15.48637 -4.62464 -0.1725 0.5509 -0.1424 -0.41
H 18.34181 14.87925 -6.49805 0.2025 0.2255 -0.0974 0.41
H 16.86153 15.78652 -6.40080 0.1141 0.2797 -0.2203 0.26
H 19.11677 17.06321 -7.33347 -0.3965 -0.1464 -0.1405 0.40
H 19.46832 17.25241 -5.64592 0.0036 -0.5935 0.1355 0.23
H 16.87576 17.79204 -6.05140 0.0349 0.4795 -0.2342 -0.15
H 17.19325 16.07676 -4.24309 0.2678 -0.4444 -0.0701 0.07
C 13.51929 19.01330 -8.79123 0.1369 -0.5623 1.1551 -0.25
C 13.86624 17.52877 -8.98927 0.4338 1.5275 -0.2460 -0.37
O 15.16145 17.25979 -8.44925 -0.3875 -0.1500 0.1500 -0.54
O 13.07193 19.25239 -7.44549 -0.6087 0.2098 -0.0797 -0.59
H 12.70825 19.31511 -9.45146 -0.0144 0.0749 0.0728 0.41
H 14.40963 19.63066 -8.94448 -0.0137 -0.1106 -0.4795 0.19
H 13.89680 17.42158 -10.07493 0.1434 -0.6881 0.1030 0.38
H 13.10617 16.91452 -8.50754 -0.1451 -0.1351 -0.2548 0.19
H 15.06849 17.37381 -7.48925 0.1282 -0.2082 -0.5453 0.42
H 13.75902 19.02802 -6.81241 0.1481 -0.1096 -0.2994 0.10
C 18.36372 13.52530 -1.86745 0.1508 0.0082 0.7361 -0.43
C 17.32197 14.45754 -1.30458 -0.4432 -0.2217 -0.1339 0.63
O 17.64749 14.91063 0.02461 0.5225 0.1727 -0.5671 -0.60
O 18.45675 12.35151 -1.08879 -0.0424 -0.1664 -0.1213 -0.57
H 19.35619 13.98891 -1.90251 -0.0565 0.2066 -0.1254 0.18
H 18.04936 13.28026 -2.88041 0.0818 -0.2491 -0.0105 0.22
H 16.39361 13.88309 -1.22355 -0.0593 0.1171 -0.2675 0.48
H 17.19217 15.27704 -2.02401 -0.1050 0.1066 0.2844 -0.66
H 17.24213 15.77137 0.13324 -0.1025 -0.0485 0.2694 0.30
H 18.56313 12.62544 -0.17044 0.0013 -0.0915 -0.0146 0.36
C 10.59353 16.25624 -2.52072 -0.3922 -0.6096 0.0686 -0.27
C 9.86648 16.35250 -3.86046 -0.0301 0.9303 0.6571 -0.42
O 10.58297 15.80250 -4.94056 0.1117 -0.3496 -0.0675 -0.57
O 11.55516 17.30584 -2.29511 -0.0027 -0.9335 -0.7866 -0.45
H 11.05054 15.25549 -2.50103 0.3529 0.2287 0.0685 0.14
H 9.87806 16.21988 -1.69664 0.0309 0.5171 -0.0233 0.40
H 9.64565 17.41334 -4.04583 0.0153 -0.0061 -0.0406 0.19
H 8.89962 15.85914 -3.76920 0.1114 -0.3184 -0.2204 0.43
H 11.51553 16.03311 -4.86109 -0.0805 0.1500 -0.1246 0.30
H 12.20847 17.13687 -3.01289 -0.3814 0.7172 0.8870 0.30
O 16.44480 22.83907 -6.96197 -0.3365 -0.4183 0.3243 -0.69
C 16.55251 21.63530 -6.75642 0.8968 0.2267 -0.6007 0.12
N 17.68013 20.95322 -7.11217 -0.7447 0.1342 0.5081 -0.26
C 15.47840 20.82965 -6.06444 0.4649 1.0400 0.8491 1.51
H 18.45045 21.50529 -7.44412 0.0794 -0.0284 -0.0827 0.23
H 17.81264 20.00483 -6.78189 0.1245 -0.0565 -0.2643 0.41
H 15.59349 19.75184 -6.08977 -0.1301 0.2933 -0.5046 -1.18
H 14.51802 21.24677 -6.35603 -0.1590 -0.4611 -0.2716 0.49
H 15.59298 21.09802 -5.00119 0.0213 -0.0790 -0.1894 -0.36
O 14.00264 12.69716 -1.99797 -0.2121 0.0128 0.2486 -0.66
C 13.93094 13.61713 -2.78411 1.2769 0.1700 -0.3630 0.70
N 13.90091 14.92443 -2.37357 -0.0961 -0.9151 -0.1451 0.31
C 14.04484 13.40391 -4.27404 -0.8437 -0.3927 -0.7624 -0.94
H 13.95406 15.01062 -1.37196 -0.3810 0.5060 -0.0619 0.20
H 13.71228 15.66807 -3.03236 0.1425 -0.1481 0.5514 -0.26
H 14.28764 12.37049 -4.51153 -0.0214 -0.0836 0.3935 0.42
H 14.76774 14.00517 -4.82783 -0.0286 0.3983 0.4399 0.04
H 13.05333 13.57085 -4.71646 0.1415 0.1384 -0.0673 0.30
O 18.18853 17.96892 -2.74676 0.1609 0.4723 0.8601 -0.45
C 19.30902 17.56580 -2.27062 -0.3790 -0.0768 -0.2104 0.45
N 19.76140 16.39694 -2.65961 0.2635 1.0552 -0.1282 0.01
C 20.03922 18.36802 -1.22495 -1.6463 -1.0270 0.2319 -1.24
H 19.29606 15.93282 -3.45761 -0.1360 -0.2334 0.1668 0.19
H 20.67815 16.15250 -2.32375 0.0382 -0.4100 -0.2475 0.24
H 20.89736 17.85129 -0.81300 0.3669 0.2963 -0.2569 0.40
H 19.26882 18.32171 -0.43864 0.3874 0.4787 0.2505 0.27
H 20.15651 19.39666 -1.54056 0.3304 0.0378 -0.0059 0.29

# 2
12
Properties=species:S:1:pos:R:3:forces:R:3:mulliken_charge:R:1 method="wB97M-V/def2-TZVPD" homo_energy_ev=-10.2 gap_ev=10.569 fmax_ev_per_a=0.54 smiles="O=C[C@H]1CN1C=O"
O -2.41395 -0.93681 0.21568 0.3007 0.3281 -0.3119 -0.46
C -1.54323 -0.24095 -0.25150 -0.3723 -0.2712 0.1002 -0.15
C -0.16612 -0.81251 -0.45357 -0.0925 -0.1825 -0.1939 0.02
C 1.01024 -0.04343 -0.91035 0.0648 0.0727 -0.3244 -0.35
N 0.88827 -0.38563 0.49973 0.2923 0.1745 0.2256 -0.34
C 0.54362 0.72862 1.31338 -0.0880 0.5064 0.1749 0.11
O 0.25909 1.83355 0.92563 0.2309 -0.4161 0.0436 -0.47
H -1.73571 0.81256 -0.51782 0.1266 -0.0670 0.0240 0.40
H -0.18964 -1.88408 -0.63582 0.0164 0.1113 0.1961 0.33
H 0.93206 1.01023 -1.15604 -0.2502 -0.1188 -0.0362 0.27
H 1.80554 -0.58486 -1.41195 -0.1388 0.0241 0.0178 0.24
H 0.60984 0.50332 2.38262 -0.0898 -0.1616 0.0842 0.39

# 3
60
Properties=species:S:1:pos:R:3:forces:R:3:mulliken_charge:R:1 method="wB97M-V/def2-TZVPD" homo_energy_ev=-8.3 gap_ev=8.803 fmax_ev_per_a=0.98 smiles="Cc1ccc([C@@H]2[C@@H]3C(=O)N(c4ccccc4)C(=O)[C@@H]3[C@]3(C)C(=O)N(Cc4ccccn4)CC(=O)N23)o1"
C 2.40959 4.26471 1.01911 0.1555 -0.3648 0.0494 -1.45
C 1.69932 2.96097 0.98407 -0.7995 0.5544 -0.1235 0.37
C 0.38086 2.64544 0.84590 0.5809 0.1895 0.0566 -1.38
C 0.30229 1.23075 0.86550 0.6651 -0.3630 0.1583 1.08
C 1.58192 0.78769 1.01876 -0.9641 -0.1746 0.0631 -0.92
C 2.16348 -0.59429 1.05122 0.3037 0.5438 0.3905 -0.06
C 2.63731 -1.07188 -0.35305 0.1553 -0.1145 0.0422 0.09
C 2.64515 0.08457 -1.33668 0.2111 -0.3816 0.1917 -0.69
O 3.54625 0.83666 -1.57563 0.1465 0.0786 -0.0024 -0.59
N 1.37748 0.12730 -1.89498 -0.1210 0.1993 -0.5261 0.63
C 0.93124 1.20275 -2.71095 -0.0917 0.1883 -0.1458 0.05
C 1.74482 1.65860 -3.73945 -0.0144 -0.0708 0.0414 -0.28
C 1.32157 2.71559 -4.52505 0.0077 0.0081 -0.0264 -0.73
C 0.09173 3.30831 -4.29541 -0.0171 0.0578 -0.0352 -0.43
C -0.71721 2.84360 -3.27255 -0.0100 0.0229 -0.0087 -0.89
C -0.30189 1.79395 -2.47322 0.0349 -0.0459 0.0387 0.02
C 0.56693 -0.93040 -1.50132 0.1702 -0.0927 0.0012 -0.16
O -0.61045 -1.00166 -1.70538 -0.1864 0.0480 -0.0475 -0.53
C 1.48279 -1.94858 -0.82277 -0.1945 -0.3064 0.1981 -0.28
C 0.93607 -2.60134 0.45326 -0.0460 -0.4566 -0.3490 1.11
C 1.75592 -3.85021 0.81574 -0.1767 0.0954 -0.1886 -1.68
C -0.52682 -3.03771 0.30653 0.4265 -0.0441 0.0531 -0.09
O -0.91745 -3.59810 -0.69485 0.1038 -0.1784 -0.2416 -0.69
N -1.28990 -2.79257 1.38582 -0.3105 0.1019 0.0670 0.27
C -2.73390 -2.93648 1.29415 -0.0947 -0.0880 -0.2128 -1.33
C -3.35243 -1.56158 1.32332 0.0064 -0.0397 -0.0871 0.77
C -3.18370 -0.68993 0.25132 -0.1000 0.0501 0.0514 -0.27
C -3.70369 0.58877 0.35793 0.0188 -0.1015 0.0527 -0.41
C -4.37099 0.94707 1.52003 0.0251 -0.0427 0.0114 -0.52
C -4.48255 0.00328 2.52828 -0.1362 0.4088 -0.0147 -0.45
N -3.98138 -1.21714 2.43842 0.0085 -0.4390 0.2280 -0.58
C -0.75944 -2.37090 2.66088 0.1889 0.1021 0.3639 -0.96
C 0.40835 -1.39965 2.55680 -0.3728 -0.3456 0.2523 0.74
O 0.65343 -0.57714 3.41035 0.0320 0.0228 0.2366 -0.66
N 1.13485 -1.55285 1.43354 0.2085 0.3706 -0.4215 0.18
O 2.43158 1.83203 1.09252 0.4211 -0.0840 0.1082 -0.44
H 3.16624 4.29709 0.23649 0.0461 0.0905 -0.0560 0.31
H 1.70094 5.07321 0.86938 -0.0353 0.0392 -0.0094 0.37
H 2.90994 4.39888 1.97724 0.0400 0.0929 0.0520 0.31
H -0.43643 3.32918 0.74393 -0.1226 0.2419 -0.0219 0.51
H -0.58585 0.63437 0.79372 -0.1735 -0.2024 0.0048 0.78
H 2.99087 -0.60318 1.77059 -0.0632 0.0001 -0.1400 0.71
H 3.61054 -1.55797 -0.30567 -0.0760 0.0463 -0.0626 0.73
H 2.70202 1.19525 -3.91608 0.0611 -0.0339 0.0041 0.42
H 1.95538 3.07286 -5.32249 0.0566 0.0264 -0.0644 0.39
H -0.23610 4.13067 -4.91336 -0.0286 0.0692 -0.0540 0.41
H -1.67706 3.30351 -3.09120 -0.0886 0.0352 0.0188 0.39
H -0.92766 1.43330 -1.67458 -0.0250 -0.0367 0.0555 0.45
H 1.75786 -2.69763 -1.56806 -0.0068 0.0577 0.0260 0.77
H 2.81744 -3.61888 0.85168 0.1198 0.0356 0.0212 0.38
H 1.45146 -4.22501 1.79006 -0.0085 -0.0436 0.1108 0.33
H 1.58068 -4.62622 0.07499 0.0137 -0.0879 -0.0573 0.42
H -2.94310 -3.44118 0.34858 0.0033 -0.0039 0.1693 0.55
H -3.10578 -3.53067 2.13184 -0.0287 0.0557 -0.0893 0.34
H -2.64931 -1.01012 -0.62991 0.0549 -0.0363 -0.0988 0.56
H -3.59024 1.29490 -0.45229 -0.0035 0.0477 -0.0751 0.49
H -4.78975 1.93373 1.64238 -0.0460 0.0745 0.0342 0.40
H -4.98819 0.22967 3.45783 -0.0568 0.1188 0.0336 0.39
H -1.55074 -1.87171 3.22610 0.1664 -0.0288 -0.0574 0.47
H -0.43431 -3.24365 3.24665 -0.0340 0.1329 0.0309 0.26

# 4
27
Properties=species:S:1:pos:R:3:forces:R:3:mulliken_charge:R:1 method="wB97M-V/def2-TZVPD" homo_energy_ev=-8.3 gap_ev=8.854 fmax_ev_per_a=4.66
C 3.43755 -1.26628 -0.78523 2.4333 -0.9982 -0.5908 -0.38
C 3.11084 0.00223 -1.08003 -1.6315 0.9746 0.5593 -0.67
C 2.83958 -1.89064 0.29063 2.3737 -1.2901 0.5337 -0.45
C 2.05567 0.60420 -0.37409 1.3681 3.6292 -2.5760 -0.14
C 1.83361 -1.29581 0.96179 -0.9896 -1.1324 1.1607 -0.31
C 1.41167 -0.02285 0.60958 -2.4151 -1.0860 1.4053 0.37
C -0.11672 1.92444 1.53864 -0.3994 -0.8757 1.9087 -1.39
C -3.76837 -0.80091 -1.17320 3.1334 -3.3824 -0.3797 -0.91
C -1.15396 -0.00610 -0.53017 1.3177 0.5047 3.4434 -0.90
C 0.10495 0.42593 1.21276 -1.0776 0.7692 -2.5254 0.69
O -2.19839 -1.78224 0.95313 -0.4078 0.3512 -0.1798 -0.74
O -0.32106 -0.35848 2.21552 -0.5116 -0.1402 0.7698 -0.58
S -2.61477 -0.44158 0.38386 -0.6585 -0.3549 -1.8040 0.59
H 4.34680 -1.65652 -1.31161 -1.0667 -0.1218 0.6719 0.28
H 3.65826 0.52775 -1.80910 0.3719 0.6919 -0.8393 0.45
H 3.42142 -2.69991 0.77967 -1.0317 -0.0839 -0.7219 0.27
H 1.82357 1.69152 -0.66405 0.0636 -1.7345 0.5548 0.16
H 1.35223 -1.90693 1.74773 0.3103 0.9163 -0.3027 0.36
H -1.08554 1.96105 2.20313 1.8551 0.1837 -1.4569 0.31
H 0.76472 2.21692 2.19062 -1.0386 -0.0961 -0.5995 0.38
H -0.16024 2.61021 0.68637 -0.0561 -0.3521 0.1520 0.29
H -3.08971 -0.65592 -2.07187 -0.9227 0.0752 1.0789 0.26
H -4.71898 -0.41391 -1.33852 -1.4703 1.5741 0.3880 0.38
H -3.97100 -1.94174 -1.16230 0.6545 1.6407 0.3446 0.27
H -1.16826 0.99478 -0.99973 0.2249 -1.0477 -0.2428 0.47
H -0.61407 -0.95438 -0.76490 -0.5175 1.1378 -0.6604 0.42
H -0.81413 -1.15743 1.90675 0.0885 0.2473 -0.0919 0.51

# 5
17
Properties=species:S:1:pos:R:3:forces:R:3:mulliken_charge:R:1 method="wB97M-V/def2-TZVPD" charge=-1 homo_energy_ev=-3.4 gap_ev=7.231 fmax_ev_per_a=1.68
C 0.04072 2.67214 2.03700 -0.1792 0.0212 -1.6707 -1.03
C 0.42212 1.60149 0.98020 -0.3813 0.0863 1.2262 -0.42
S 0.51254 -0.05348 1.74631 0.0933 0.3414 0.2075 -0.70
H 0.23084 3.65909 1.59096 0.4430 0.0887 0.4056 0.32
H 0.58373 2.47166 2.94555 0.0122 0.2879 0.4206 0.29
H -1.04025 2.69026 2.15586 -0.0857 -0.4247 0.5723 0.26
H 1.39515 1.85790 0.57160 -0.0007 0.0333 -0.3584 0.25
H -0.36888 1.62135 0.23588 0.2107 -0.0460 -0.4832 0.24
H -0.01578 -2.62840 0.23440 0.0266 -0.1615 -0.1143 0.25
H 0.37208 -1.12428 0.26436 -0.2814 -0.7594 -0.5738 0.20
O 0.17363 -1.94660 -0.41703 -0.1558 0.5961 0.3887 -0.71
H 1.11053 -2.07117 -1.76982 0.4818 -0.0027 -0.2958 0.47
H 2.34152 -1.51386 -2.60125 -0.0543 0.1152 0.2534 0.28
O 1.65266 -2.17886 -2.60196 -0.2707 -0.2142 -0.1002 -0.70
H -1.88513 -2.15179 -1.60808 0.6582 -0.1738 0.3487 0.35
H -2.73323 -0.97742 -1.94980 -0.0983 0.0011 0.0534 0.30
O -2.79226 -1.92803 -1.81419 -0.4185 0.2112 -0.2801 -0.66

# 6
9
Properties=species:S:1:pos:R:3:forces:R:3:mulliken_charge:R:1 method="wB97M-V/def2-TZVPD" multiplicity=7 homo_energy_ev="-4.4 / -6.0" gap_ev="4.305 / 5.438" fmax_ev_per_a=2.98
H 0.06562 -0.16523 1.10172 -2.1931 0.0908 0.3677 0.15
C 0.99281 0.09653 -1.23053 1.4347 1.0643 2.3801 0.61
O 1.61969 -0.68645 -0.60974 -1.0263 -0.1232 -1.5473 -0.32
O 0.51961 1.11920 -1.52748 -0.3867 -0.9226 -0.9633 -0.31
C -2.36579 1.30607 2.33821 0.2501 -0.0573 -0.3698 -0.43
C -1.68743 0.53342 1.70368 -0.0980 0.7034 0.4176 0.18
O -0.98516 -0.31116 1.01343 2.0147 -0.1473 -0.0728 -0.46
H -2.96575 2.09427 2.75224 0.2170 -0.4557 -0.0738 0.38
Sm 2.47412 2.08116 2.47702 -0.2123 -0.1525 -0.1385 0.20